Density functional theory data (ωB97M-V with the def2-TZVPD basis set) for a 10-piece molecular cluster, H20O10 overall at a distorted geometry.

Properties
SMILES string: O.O.O.O.O.O.O.O.O.O
energy: -20799.4948 eV
LUMO energy: -0.392 eV
relative energy (zero: lowest compared OMol25 entry of this formula, charge and spin): 71.90 kcal per mole

```
30
Properties=species:S:1:pos:R:3:forces:R:3:nbo_charge:R:1
O 1.36161 2.78690 0.77986 -1.4 -1.4 0.1 -0.95
H 1.85333 3.22256 0.12809 1.1 1.1 -1.4 0.49
H 1.50081 3.23123 1.58703 0.4 0.8 1.5 0.49
O -1.21058 2.30547 -0.94646 -0.5 2.9 -0.7 -0.95
H -0.62474 1.59851 -0.96672 1.4 -2.3 0.1 0.47
H -2.06677 2.01938 -0.69485 -1.0 -0.7 0.6 0.47
O -1.16438 -0.64568 -2.02616 0.7 0.3 -1.2 -0.95
H -0.74690 -0.56307 -2.90267 0.2 -0.5 0.4 0.48
H -1.86524 -0.02170 -2.17392 -1.0 0.5 0.4 0.48
O -1.04308 -3.13316 -0.74313 -1.4 1.7 -0.5 -0.97
H -1.01448 -2.28226 -1.25804 0.1 -1.3 0.7 0.48
H -0.34113 -3.66474 -1.07509 0.9 -0.6 -0.1 0.48
O 2.21243 -0.88718 2.27718 0.7 -0.3 0.4 -0.97
H 1.77334 -0.60003 1.45519 -0.1 0.5 0.5 0.49
H 1.54538 -1.09552 2.93283 -0.2 0.2 0.0 0.46
O -1.81219 3.80584 1.64553 -0.7 0.3 1.3 -0.95
H -2.24198 4.18524 0.88772 0.1 0.1 -0.6 0.47
H -1.05772 3.31181 1.36248 0.6 -0.4 -0.8 0.48
O 1.38134 -2.98808 0.64183 -0.2 0.8 -0.7 -0.99
H 1.42353 -2.28420 1.31545 0.4 -0.8 -0.2 0.46
H 1.36386 -2.46199 -0.20373 0.2 -0.9 1.1 0.48
O -1.74781 -0.71357 0.85756 -0.2 0.4 0.0 -0.95
H -2.31417 -1.03251 0.15772 -0.3 0.0 -0.5 0.48
H -1.52695 -1.54661 1.26467 0.5 -0.6 0.5 0.50
O 0.80254 0.24510 0.42443 1.6 -0.3 -1.2 -1.01
H -0.06812 -0.09381 0.42038 -2.1 -0.7 0.2 0.50
H 0.77645 1.19107 0.52779 0.2 0.9 0.4 0.50
O 1.81442 -1.51857 -1.64799 0.0 0.6 0.4 -0.94
H 1.42495 -0.64500 -1.47963 0.1 -0.2 0.3 0.50
H 1.61226 -1.72544 -2.54735 -0.1 -0.3 -0.9 0.47
```
Forces are in eV/Å.